8
Properties=species:S:1:pos:R:3:forces:R:3:nbo_charge:R:1 method="wB97M-V/def2-TZVPD" e_above_lowest_kcal_mol=51.2 multiplicity=1 orbital_gap_ev="8.3 / 8.3" homo_energy_ev="-10.106 / -10.112" lumo_ev="-1.8 / -1.8"
Cl 1.013174 1.186162 -1.372193 -0.067 -0.290 0.630 0.147
Cl 2.018332 -0.970997 0.374890 -1.601 1.418 0.016 0.062
O -1.584306 -1.478030 0.252983 -0.144 0.020 0.318 -0.295
O -1.030853 -0.747520 -1.708514 -0.688 -0.137 -1.433 -0.287
N -0.980624 -0.850556 -0.546599 2.466 0.927 1.116 0.566
N -0.253594 1.668128 1.868645 -0.343 -0.641 -0.188 -0.173
C 0.100397 0.915555 1.066261 -0.555 2.786 3.494 0.118
C 0.717476 0.277259 0.064526 0.933 -4.082 -3.954 -0.138